Density functional theory data (wB97M-V/def2-TZVPD) for C22H26FN5OS in the gas phase at a distorted geometry.

```
! wB97M-V def2-TZVPD RIJCOSX def2/J DEFGRID3
* xyz 0 1
C 5.560 0.951 0.144
N 4.883 -0.315 0.104
C 5.201 -1.402 0.853
C 4.374 -2.437 0.507
C 3.518 -1.957 -0.500
C 3.861 -0.647 -0.736
C 3.226 0.355 -1.648
C 2.401 1.281 -0.827
N 2.672 2.536 -0.589
N 1.777 3.008 0.285
C 0.973 2.034 0.591
N 1.318 0.893 -0.090
C 0.708 -0.371 -0.032
C 0.178 -0.934 -1.187
C -0.404 -2.185 -1.131
C -0.449 -2.848 0.083
C 0.058 -2.293 1.244
C 0.641 -1.041 1.184
H 1.049 -0.584 2.072
H -0.003 -2.837 2.173
F -1.022 -4.067 0.138
H -0.823 -2.647 -2.011
H 0.197 -0.376 -2.110
S -0.396 2.146 1.671
C -1.553 2.935 0.484
H -2.378 3.332 1.070
H -1.012 3.733 -0.020
C -1.974 1.845 -0.485
O -1.385 1.641 -1.528
N -2.998 1.096 -0.041
H -3.417 1.309 0.849
C -3.487 -0.080 -0.733
C -4.822 0.203 -1.432
C -5.956 0.400 -0.430
C -6.080 -0.818 0.478
C -4.772 -1.063 1.223
C -3.616 -1.252 0.242
H -3.783 -2.163 -0.335
H -2.679 -1.368 0.790
H -4.568 -0.220 1.889
H -4.859 -1.954 1.848
H -6.892 -0.671 1.193
H -6.321 -1.695 -0.126
H -5.768 1.292 0.173
H -6.892 0.560 -0.969
H -4.713 1.087 -2.062
H -5.056 -0.645 -2.079
H -2.729 -0.308 -1.491
H 2.606 -0.168 -2.377
H 3.973 0.951 -2.175
H 2.747 -2.509 -1.001
H 4.378 -3.424 0.924
H 5.991 -1.362 1.577
H 6.208 1.072 -0.730
H 6.175 0.998 1.041
H 4.845 1.775 0.157
*
```

Strongest force on any atom ... 1.19 eV/A
HOMO-LUMO gap ... 0.3109 hartree
SMILES ... Cn1cccc1Cc1nnc(SCC(=O)NC2CCCCC2)n1-c1ccc(F)cc1

natural (NBO) population analysis, charges in e, atoms 1 to 6:
1 C -0.415
2 N -0.327
3 C -0.065
4 C -0.306
5 C -0.294
6 C 0.129

***

Density functional theory data (wB97M-V/def2-TZVPD) for a molecular structure, C31H47BrO2P2Tb at a distorted geometry.

```
! wB97M-V def2-TZVPD RIJCOSX def2/J DEFGRID3
* xyz 1 7
Tb -0.816 -0.673 0.752
C 0.869 0.302 2.254
C 1.841 0.700 1.271
C 0.133 2.224 1.186
C -0.201 1.275 2.205
C 1.405 1.902 0.670
C 1.132 -0.828 3.183
H 1.565 -1.700 2.660
H 0.226 -1.156 3.702
H 1.845 -0.559 3.981
C -1.513 1.325 2.891
H -1.469 0.884 3.896
H -2.336 0.824 2.313
H -1.806 2.375 3.020
C -0.636 3.467 0.936
H -0.655 4.111 1.830
H -1.683 3.267 0.672
H -0.201 4.076 0.138
C 2.245 2.838 -0.111
H 2.792 3.518 0.557
H 1.639 3.461 -0.769
H 2.989 2.330 -0.722
C 3.208 0.147 1.192
H 3.864 0.674 1.903
H 3.627 0.275 0.190
H 3.257 -0.921 1.432
C -0.953 -2.509 -1.048
C 0.183 -2.739 -0.318
C 1.592 -2.792 -0.888
C 1.865 -1.878 -2.100
C 1.446 -0.463 -1.904
C 0.186 0.005 -2.020
C -0.853 -0.704 -2.857
C -1.013 -2.193 -2.526
H 1.841 -3.835 -1.166
H 1.444 -2.303 -3.019
H 2.277 -2.542 -0.059
H -0.305 -2.800 -3.107
H -1.942 -2.679 -0.578
H 0.104 -3.178 0.699
H -1.985 -2.535 -2.911
H -1.829 -0.205 -2.750
H -0.053 1.035 -1.735
H -0.603 -0.615 -3.935
H 2.950 -1.891 -2.290
H 2.257 0.223 -1.662
P -1.179 -0.718 -7.243
P -0.896 1.913 -8.667
C -1.209 -0.834 -9.112
C -1.580 0.524 -9.713
H -1.938 -1.602 -9.401
H -0.214 -1.162 -9.447
H -1.200 0.630 -10.738
H -2.671 0.660 -9.731
C -1.691 3.309 -9.571
H -1.262 4.247 -9.197
H -2.766 3.297 -9.351
H -1.531 3.230 -10.654
C 0.776 2.000 -9.443
H 0.698 1.985 -10.537
H 1.391 1.161 -9.101
H 1.248 2.935 -9.120
C -2.669 -1.742 -6.892
H -2.718 -1.944 -5.815
H -2.634 -2.685 -7.450
H -3.559 -1.173 -7.185
C 0.173 -1.923 -6.898
H 1.123 -1.471 -7.207
H 0.015 -2.860 -7.445
H 0.209 -2.118 -5.818
Br -1.137 -0.512 5.714
C -1.925 -2.252 5.475
C -2.031 -2.876 6.726
C -2.693 -4.094 6.889
C -3.251 -4.718 5.765
C -3.129 -4.133 4.514
C -2.468 -2.897 4.326
C -2.398 -2.485 2.891
O -3.097 -3.078 2.058
O -1.577 -1.516 2.555
H -1.629 -2.390 7.618
H -2.787 -4.511 7.897
H -3.787 -5.655 5.896
H -3.563 -4.651 3.667
*
```

Strongest force on any atom ... 2.66 eV/A
Relative energy (zero: lowest compared OMol25 entry of this formula, charge and spin) ... 0.749 eV
<S²> ... 12.885
HOMO-LUMO gap (alpha / beta) ... 0.1436 / 0.2220 hartree

Löwdin population analysis, charges in e, atoms 1 to 6:
1 Tb 1.644
2 C -0.315
3 C -0.256
4 C -0.232
5 C -0.317
6 C -0.209

***

Density functional theory data (wB97M-V/def2-TZVPD) for a molecular structure, C31H31AsBrCl3CrIN5O7S at a distorted geometry.

```
! wB97M-V def2-TZVPD RIJCOSX def2/J DEFGRID3
* xyz -2 5
Cr -0.204 0.530 -0.088
C -2.771 3.266 2.069
C -2.087 2.119 1.404
N -0.867 2.195 0.991
O -0.249 3.385 1.178
C -2.745 0.867 1.095
C -4.183 0.549 1.299
N -1.956 0.024 0.523
O -2.504 -1.106 0.076
H -2.017 3.913 2.510
H -3.460 2.918 2.838
H -3.328 3.849 1.331
H 0.709 3.108 1.141
H -4.730 1.397 1.705
H -4.272 -0.308 1.970
H -4.620 0.263 0.340
O 1.993 2.445 1.495
C 2.122 1.246 1.765
N 3.097 0.810 2.633
C 3.189 -0.632 2.617
C 1.956 -0.963 1.709
O 1.711 -2.102 1.405
N 1.368 0.197 1.321
C 2.998 -1.276 3.974
C 2.667 -0.528 5.098
C 2.549 -1.138 6.338
C 2.735 -2.506 6.464
C 3.022 -3.264 5.337
C 3.161 -2.653 4.101
C 4.500 -1.031 1.954
C 5.667 -1.104 2.713
C 6.898 -1.300 2.107
C 6.979 -1.430 0.727
C 5.821 -1.375 -0.033
C 4.588 -1.176 0.573
H 3.887 1.397 2.832
H 2.494 0.534 4.990
H 2.313 -0.542 7.211
H 2.652 -2.983 7.434
H 3.143 -4.337 5.426
H 3.395 -3.238 3.221
H 5.607 -0.998 3.791
H 7.795 -1.328 2.716
H 7.941 -1.567 0.248
H 5.871 -1.458 -1.111
H 3.698 -1.124 -0.041
C -0.267 -4.591 2.503
As -1.585 -3.269 3.047
C -3.376 -3.746 2.449
C -1.830 -4.092 4.860
S -1.432 -1.267 3.661
H -0.209 -5.384 3.249
H 0.688 -4.092 2.380
H -0.571 -4.975 1.533
H -3.474 -4.834 2.473
H -3.563 -3.383 1.444
H -4.083 -3.300 3.150
H -2.234 -5.107 4.770
H -2.504 -3.490 5.469
H -0.862 -4.128 5.365
O 3.515 0.845 -2.161
C 2.427 0.933 -1.660
N 1.357 1.045 -1.170
Cl -2.110 -1.883 -2.950
C -1.904 -2.900 -1.520
Cl -0.762 -4.199 -1.898
Cl -3.477 -3.636 -1.132
C -1.295 -2.089 -0.251
O -1.213 -2.932 0.728
O -0.295 -1.336 -0.732
Br -4.528 3.583 -4.000
C -2.814 4.363 -4.364
C -2.765 5.467 -5.207
C -1.530 6.044 -5.468
C -0.374 5.522 -4.899
C -0.451 4.416 -4.060
C -1.680 3.844 -3.801
I -1.666 1.652 -2.110
H -3.672 5.862 -5.645
H -1.472 6.906 -6.123
H 0.587 5.978 -5.110
H 0.440 3.994 -3.608
*
```

Strongest force on any atom ... 2.45 eV/A
Relative energy (zero: lowest compared OMol25 entry of this formula, charge and spin) ... 3.624 eV
<S²> ... 6.059
HOMO-LUMO gap (alpha / beta) ... 0.2317 / 0.2453 hartree

Löwdin population analysis, charges in e, atoms 1 to 6:
1 Cr 0.520
2 C 0.000
3 C -0.284
4 N -0.094
5 O -0.030
6 C -0.326

***

Density functional theory data (wB97M-V/def2-TZVPD) for a molecular structure, C12H21ClCuN3O4 at a distorted geometry.

```
! wB97M-V def2-TZVPD RIJCOSX def2/J DEFGRID3
* xyz 0 1
Cu -1.550 -0.377 -0.440
Cl -2.832 -1.429 2.249
O -1.422 -1.494 1.874
O -2.870 -0.739 3.507
O -3.622 -0.731 1.254
O -3.301 -2.796 2.370
C 1.056 -4.700 0.398
C -0.110 -5.651 0.139
C -1.494 -4.987 0.372
C -1.570 -3.689 -0.280
N -1.666 -2.649 -0.744
H 1.261 -4.148 -0.517
H 1.953 -5.294 0.589
H 0.916 -4.040 1.253
H -0.088 -6.596 0.675
H -0.097 -5.847 -0.939
H -1.553 -4.835 1.452
H -2.306 -5.600 -0.013
C 0.046 4.742 1.146
C -0.976 4.386 2.258
C -1.382 2.932 2.289
C -1.640 2.374 0.945
N -1.868 1.919 -0.084
H -0.357 4.682 0.139
H 0.731 3.878 1.176
H 0.637 5.602 1.435
H -1.863 5.005 2.100
H -0.569 4.677 3.225
H -2.319 2.773 2.831
H -0.696 2.285 2.840
C 3.295 1.033 -3.743
C 3.170 2.069 -2.656
C 1.703 2.441 -2.257
C 0.918 1.247 -1.988
N 0.355 0.258 -1.837
H 2.444 1.153 -4.421
H 3.136 0.023 -3.359
H 4.228 1.072 -4.298
H 3.525 3.081 -2.902
H 3.796 1.898 -1.778
H 1.128 3.071 -2.933
H 1.853 2.999 -1.329
*
```

Strongest force on any atom ... 2.43 eV/A
Relative energy (zero: lowest compared OMol25 entry of this formula, charge and spin) ... 0.000 eV
HOMO-LUMO gap ... 0.3437 hartree

natural (NBO) population analysis, charges in e, atoms 1 to 6:
1 Cu 0.889
2 Cl 2.531
3 O -0.918
4 O -0.848
5 O -0.868
6 O -0.855

***

Density functional theory data (wB97M-V/def2-TZVPD) for C4H6N2O in the gas phase.

```
! wB97M-V def2-TZVPD RIJCOSX def2/J DEFGRID3
* xyz 0 1
N -2.111 0.724 -0.526
C -0.841 0.145 -0.293
C -0.494 -1.177 -0.186
N 0.867 -1.225 0.110
C 1.343 0.042 0.194
O 2.634 0.240 0.562
C 0.337 0.927 -0.086
H -2.821 0.016 -0.674
H -2.384 1.275 0.282
H -1.086 -2.079 -0.243
H 1.425 -2.055 0.224
H 2.702 1.167 0.820
H 0.429 2.000 -0.185
*
```

Strongest force on any atom ... 0.28 eV/A
Relative energy (zero: lowest compared OMol25 entry of this formula, charge and spin) ... 0.989 eV
HOMO-LUMO gap ... 0.3043 hartree
SMILES ... Nc1c[nH]c(O)c1

natural (NBO) population analysis, charges in e, atoms 1 to 6:
1 N -0.812
2 C 0.102
3 C -0.166
4 N -0.535
5 C 0.453
6 O -0.668

***

Density functional theory data (wB97M-V/def2-TZVPD) for 3 unconnected molecules or ions with the total composition C2H9NO at a distorted geometry.

```
! wB97M-V def2-TZVPD RIJCOSX def2/J DEFGRID3
* xyz 1 2
N 0.757 2.317 -0.352
H 0.759 2.605 -1.332
H 2.933 -1.264 -0.243
H -0.146 2.122 0.071
H 1.487 1.667 -0.049
C -1.146 -0.351 -0.078
O -1.105 0.896 0.416
C -1.149 -1.436 0.851
H -0.376 -0.631 -0.842
H -2.120 -0.479 -0.642
H -1.442 -1.162 1.865
H -0.899 -2.449 0.556
H 2.448 -1.836 -0.221
*
```

Strongest force on any atom ... 1.16 eV/A
Relative energy (zero: lowest compared OMol25 entry of this formula, charge and spin) ... 4.398 eV
<S²> ... 0.763
HOMO-LUMO gap (alpha / beta) ... 0.2944 / 0.2313 hartree

natural (NBO) population analysis, charges in e, atoms 1 to 6:
1 N -0.642
2 H 0.396
3 H 0.017
4 H 0.424
5 H 0.388
6 C -0.268

***

Sequential DFT total energy output: -46287.6716; -148050.2945; -270241.1001; -82598.6166; -9272.5132; -5743.8825 eV